(1)
Density functional theory data (ωB97M-V/def2-TZVPD) for the molecule C3H3NO3.

XYZ file:
```
10
Properties=species:S:1:pos:R:3:nbo_charge:R:1
N -1.1203 -0.8181 0.8383 -0.636
C -0.0539 -0.6208 0.2323 0.775
O 0.2485 -0.0083 -0.9563 -0.511
C -0.6001 0.9270 -1.4693 0.658
O -1.6236 1.2949 -0.9732 -0.540
C 1.6443 -0.0653 1.4973 0.124
O 1.1347 -1.0669 0.8011 -0.479
H -1.9083 -0.3686 0.3848 0.387
H -0.1825 1.2836 -2.4179 0.141
H 2.4613 -0.5575 2.0630 0.082
```

## Properties
M: 101.06 g mol⁻¹
multiplicity: 1
max |F|: 0.0124 Eh/bohr
lowest unoccupied orbital energy: 0.19 eV
gap between HOMO and LUMO: 9.63 eV


(2)
Density functional theory data (ωB97M-V/def2-TZVPD) for a cluster of 2 separate species, C12H21N4O6S in total.

XYZ file:
```
44
Properties=species:S:1:pos:R:3:nbo_charge:R:1
C 2.8949 -2.1125 0.1640 -0.432
N 2.7357 -2.1708 -1.3221 -0.604
C 1.3667 -1.8835 -1.7614 -0.278
C 1.1507 -0.4008 -1.8037 0.066
C 1.5719 0.3032 -2.9259 0.005
N 1.5044 1.6002 -3.1257 -0.178
N 1.0061 2.2341 -2.0818 -0.256
C 0.5620 1.6962 -0.9598 0.294
C 0.0370 2.6248 0.0801 -0.133
O -1.3218 2.9076 -0.2265 -0.553
C -1.9182 3.6916 0.7753 0.811
C -2.2858 2.9461 2.0162 -0.750
O -2.1251 4.8694 0.5655 -0.536
C 0.5688 0.3160 -0.7519 0.063
C -0.0079 -0.2925 0.4596 -0.524
C -1.0952 -1.3419 0.1425 -0.426
C -1.9535 -1.0130 -1.0929 -0.230
N -3.3920 -1.0309 -0.7290 -0.826
H 3.0604 -3.0858 0.6065 0.223
H 3.7589 -1.5070 0.4156 0.185
H 1.9969 -1.7448 0.6179 0.242
H 3.4014 -1.5553 -1.7648 0.339
H 1.2532 -2.2916 -2.7693 0.191
H 0.6406 -2.3913 -1.1486 0.256
H 2.0162 -0.2611 -3.7308 0.214
H 0.9632 3.2413 -2.1732 0.419
H 0.5984 3.5655 0.0501 0.182
H 0.1889 2.2189 1.0692 0.241
H -1.5009 2.2819 2.3618 0.267
H -3.1470 2.3164 1.8267 0.258
H -2.4898 3.6450 2.8150 0.243
H 0.7422 -0.7266 1.1341 0.369
H -0.4824 0.4709 1.0549 0.229
H -0.6834 -2.3378 0.1199 0.252
H -1.7511 -1.3593 0.9987 0.282
H -1.8313 -1.7739 -1.8589 0.182
H -1.7420 -0.0251 -1.5164 0.145
H -3.6770 -0.1126 -0.4215 0.345
H -3.9459 -1.2813 -1.5355 0.345
O 2.0211 -1.6876 2.7960 -1.131
S 0.6610 -2.0519 3.3064 2.566
O 0.7647 -2.7036 4.6217 -1.076
O 0.0469 -2.9841 2.3135 -1.137
O -0.1621 -0.8024 3.3886 -1.143
```

## Properties
M: 349.39 g mol⁻¹
multiplicity: 1
max |F|: 0.0364 Eh/bohr
lowest unoccupied orbital energy: 0.40 eV
gap between HOMO and LUMO: 3.26 eV
charge: -1


(3)
Density functional theory data (ωB97M-V/def2-TZVPD) for a cluster of 7 separate species, C47H92ClO16P3S in total.

XYZ file:
```
160
Properties=species:S:1:pos:R:3:mulliken_charge:R:1
C 0.6148 3.8280 -3.0345 -0.556
C 0.0439 3.0404 -2.0089 -0.129
C -0.9093 2.3712 -0.8091 0.246
C -0.8141 0.7013 -0.8661 0.151
O -1.7168 0.0341 0.0752 -0.419
C -1.0316 -0.4078 1.3110 0.834
S -2.4700 -0.8769 2.4833 -0.085
C -0.2113 0.7747 2.0986 -0.698
C 0.5262 0.3160 3.4860 0.579
C -0.3493 0.5678 4.8560 0.301
O 0.5351 0.5206 6.0523 -0.353
C 0.7668 1.8694 6.5974 0.602
C 2.3593 2.3093 6.8042 -0.835
O -0.1887 2.7442 6.9637 -0.605
C -0.0258 -1.6866 1.0067 -0.112
C -0.1474 -2.9231 2.0699 -1.128
C -1.2979 -4.0609 1.6446 0.616
C -1.9735 -4.5195 3.1051 -0.892
Cl -0.5711 -5.6023 0.9078 -0.248
O 1.3901 -1.3148 0.8507 0.106
C 2.1090 -2.2107 -0.0673 -0.240
P 1.8379 -1.8639 -1.9247 0.735
C 0.6950 -3.3247 -2.5207 -0.817
C 3.5529 -2.2985 -2.7386 -1.002
P 3.9875 -2.1104 0.4399 -0.194
C 4.7006 -3.9184 0.4210 -0.408
C 5.9442 -4.1378 1.4698 -0.889
C 3.9507 -1.5558 2.2841 -0.316
C 3.8916 0.1093 2.3102 -0.295
P -1.4990 0.2603 -2.6367 0.110
C -2.5366 -1.3398 -2.6031 -0.818
C -0.1058 0.2298 -3.9372 -0.801
H 0.9492 4.7255 -3.7465 0.247
H -2.0379 2.6542 -0.9458 0.378
H -0.4673 2.8072 0.2019 0.103
H 0.3222 0.4535 -0.7438 -0.111
H -3.6978 -0.5502 1.8285 0.116
H -1.0259 1.5930 2.4026 0.315
H 0.5841 1.3443 1.4550 -0.178
H 1.4925 1.0090 3.5913 -0.063
H 0.9255 -0.7838 3.5046 -0.216
H -1.0508 1.5038 4.8210 -0.240
H -1.0648 -0.3817 4.9647 0.063
H 3.1103 1.5144 6.3256 0.242
H 2.5732 3.3311 6.2454 0.272
H 2.5360 2.3734 7.9682 0.311
H -0.3721 -2.1085 -0.0553 -0.556
H -0.2637 -2.5837 3.2071 0.146
H 0.8786 -3.5339 2.0543 0.349
H -2.1225 -3.5422 0.9756 0.188
H -2.4759 -5.5696 2.9840 0.379
H -2.6823 -3.6778 3.5081 0.092
H -1.0459 -4.5523 3.8539 0.235
H 1.8277 -3.3589 0.1009 0.106
H -0.4112 -3.0956 -2.1784 -0.022
H 0.8013 -3.5455 -3.6662 0.352
H 1.0360 -4.2617 -1.8669 0.319
H 3.5051 -2.3154 -3.9123 0.350
H 3.7750 -3.4092 -2.3777 0.206
H 4.4006 -1.5527 -2.3675 0.341
H 5.1212 -4.1977 -0.6602 0.323
H 3.8727 -4.7269 0.6749 0.281
H 6.4110 -3.1438 1.8941 0.266
H 6.8209 -4.6779 0.8779 0.299
H 5.6733 -4.8823 2.3610 0.219
H 4.8919 -1.9350 2.8953 0.394
H 2.9969 -1.9395 2.8726 0.089
H 4.9756 0.5407 2.1117 0.437
H 3.1719 0.5364 1.4895 -0.132
H 3.5814 0.4139 3.3991 -0.033
H -2.8175 -1.7236 -1.5143 0.178
H -2.0929 -2.2211 -3.2740 0.264
H -3.5829 -1.0777 -3.1149 0.367
H 0.9328 0.6326 -3.5786 0.217
H -0.4215 0.8045 -4.9319 0.353
H 0.0319 -0.9056 -4.2765 0.206
C 1.5770 5.7638 -8.4496 -0.694
C 2.3802 6.4681 -7.3747 -0.499
O 2.3160 5.7474 -6.1298 -0.369
C 3.1244 4.7175 -5.7976 0.658
C 3.9593 4.0755 -6.8670 -0.941
O 3.1168 4.2641 -4.6538 -0.542
H 1.9733 4.7673 -8.6617 0.071
H 1.5824 6.3430 -9.3774 0.344
H 0.5398 5.6280 -8.1249 0.321
H 3.4174 6.6486 -7.6720 0.362
H 1.9386 7.4522 -7.1848 0.336
H 3.4185 3.2213 -7.2796 0.291
H 4.8939 3.7276 -6.4144 0.426
H 4.2441 4.7530 -7.6678 0.273
C -6.1688 -5.3845 6.7425 -0.935
C -4.9123 -6.2103 6.9317 -0.413
O -3.8025 -5.6274 6.2234 -0.366
C -3.0096 -4.6492 6.7124 0.799
C -3.4470 -3.9058 7.9408 -1.063
O -1.9849 -4.3217 6.1152 -0.555
H -6.0536 -4.3758 7.1480 0.359
H -7.0214 -5.8602 7.2355 0.362
H -6.3957 -5.2718 5.6769 0.184
H -4.6664 -6.3704 7.9856 0.355
H -5.0681 -7.2037 6.4977 0.342
H -3.9877 -3.0056 7.6415 0.236
H -2.5552 -3.6202 8.5086 0.326
H -4.0602 -4.4965 8.6164 0.362
C -5.7115 4.5549 4.4932 -1.010
C -5.0442 3.2008 4.3601 -0.389
O -3.7117 3.3342 3.8309 -0.274
C -2.6142 3.5947 4.5740 0.818
C -2.7896 4.0566 5.9913 -0.956
O -1.4927 3.5291 4.0720 -0.549
H -5.1764 5.2015 5.1936 0.273
H -6.7422 4.4447 4.8424 0.371
H -5.7199 5.0737 3.5286 0.302
H -5.0407 2.6373 5.2978 0.330
H -5.6035 2.5953 3.6391 0.337
H -2.7867 5.1482 6.0155 0.315
H -1.9501 3.6793 6.5848 0.237
H -3.6911 3.6798 6.4676 0.320
C -8.4211 -6.8085 0.7293 -0.984
C -7.6179 -6.1041 1.8042 -0.351
O -7.6821 -6.8248 3.0491 -0.367
C -6.8737 -7.8548 3.3812 0.835
C -6.0388 -8.4968 2.3119 -1.022
O -6.8813 -8.3082 4.5251 -0.597
H -8.0248 -7.8049 0.5171 0.273
H -8.4157 -6.2293 -0.1985 0.358
H -9.4583 -6.9443 1.0540 0.297
H -6.5807 -5.9237 1.5069 0.332
H -8.0594 -5.1201 1.9941 0.322
H -6.5796 -9.3509 1.8993 0.259
H -5.1042 -8.8447 2.7645 0.299
H -5.7540 -7.8192 1.5111 0.353
C 3.4741 7.3010 -0.0114 -0.915
C 4.7711 6.8068 -0.6198 -0.341
O 5.4485 5.9057 0.2760 -0.365
C 5.2008 4.5807 0.3626 0.595
C 3.9669 4.0283 -0.2892 -0.566
O 5.9340 3.8528 1.0310 -0.606
H 2.7750 6.4804 0.1701 0.234
H 2.9907 8.0278 -0.6706 0.341
H 3.6623 7.7750 0.9578 0.306
H 4.6296 6.3509 -1.6041 0.341
H 5.4439 7.6580 -0.7685 0.290
H 3.1579 3.9968 0.4435 0.116
H 4.1828 3.0114 -0.6336 0.307
H 3.6476 4.5843 -1.1670 0.240
C 2.7076 3.5484 -12.6876 -1.049
C 3.5107 4.2527 -11.6127 -0.393
O 3.4466 3.5320 -10.3677 -0.273
C 4.2550 2.5021 -10.0356 0.837
C 5.0898 1.8601 -11.1049 -1.228
O 4.2473 2.0487 -8.8918 -0.561
H 3.1039 2.5519 -12.8997 0.275
H 2.7129 4.1276 -13.6154 0.376
H 1.6704 3.4126 -12.3629 0.310
H 4.5479 4.4332 -11.9100 0.365
H 3.0692 5.2368 -11.4228 0.318
H 4.5491 1.0059 -11.5175 0.292
H 6.0245 1.5122 -10.6524 0.324
H 5.3746 2.5376 -11.9058 0.378
```

## Properties
M: 1073.68 g mol⁻¹
multiplicity: 1
max |F|: 0.1895 Eh/bohr
lowest unoccupied orbital energy: 0.27 eV
gap between HOMO and LUMO: 7.38 eV
SMILES string: C#CC[C@@H](O[C@](S)(CCCOC(C)=O)[C@H](C[C@H](C)Cl)O[C@@H](P(C)C)P(CC)CC)P(C)C.CCOC(C)=O.CCOC(C)=O.CCOC(C)=O.CCOC(C)=O.CCOC(C)=O.CCOC(C)=O


(4)
Density functional theory data (ωB97M-V/def2-TZVPD) for the ion C5H3N2O4S with charge -1.

XYZ file:
```
15
Properties=species:S:1:pos:R:3:nbo_charge:R:1
C -0.9230 2.6513 1.2338 0.243
C 0.3112 2.0899 0.9448 -0.430
C 0.7402 0.9346 0.4223 0.204
C 2.4452 3.3562 1.2373 0.894
C -0.0573 -0.3040 0.0665 -0.691
N -1.8466 3.1916 1.6177 -0.438
N 3.0711 3.0732 0.2205 -0.858
O 2.2786 3.9612 2.2668 -0.546
O 4.0436 1.2297 -1.1785 -0.936
O 1.9113 2.2662 -1.8970 -0.911
O 2.1560 0.7851 0.1382 -0.724
S 2.7572 1.7744 -0.8401 2.522
H 0.6381 -1.1712 -0.2694 0.223
H -0.9833 -0.0472 -0.4527 0.237
H -0.4898 -0.8207 1.0037 0.211
```

## Properties
M: 187.16 g mol⁻¹
multiplicity: 1
max |F|: 0.0746 Eh/bohr
lowest unoccupied orbital energy: 3.41 eV
gap between HOMO and LUMO: 7.77 eV
charge: -1